(1)
C19H30F3N3O10P | wB97M-V/def2-TZVPD

```
66
Properties=species:S:1:pos:R:3
C -3.91 1.23 0.85
C -3.16 2.11 -0.17
C -3.18 3.56 0.40
C -1.68 1.70 -0.43
C -1.23 0.35 0.17
C -0.04 -0.19 -0.72
C -0.66 0.63 1.57
O -0.99 -0.42 2.57
C -1.62 0.01 3.62
N -2.74 -0.52 4.09
C -3.19 0.16 5.20
C -2.32 1.15 5.45
N -1.34 1.02 4.46
P 0.04 2.13 4.45
N -0.31 3.50 3.79
H -4.10 0.25 0.39
H -3.42 1.14 1.82
H -4.91 1.67 0.97
H -3.70 2.13 -1.13
H -3.12 3.54 1.50
H -2.39 4.17 -0.04
H -4.13 4.04 0.15
H -1.05 2.47 0.04
H -1.48 1.76 -1.50
H -1.98 -0.44 0.15
H -0.15 -1.27 -0.86
H 0.94 0.06 -0.31
H -0.08 0.24 -1.72
H -1.10 1.57 1.92
H 0.42 0.80 1.58
H -3.21 -1.32 3.70
H -4.08 -0.06 5.77
H -2.36 1.89 6.23
H 0.43 2.23 5.80
H 1.05 1.48 3.70
H 0.31 3.60 2.99
C 2.23 -4.36 -0.30
C 1.43 -5.56 -0.75
O 0.30 -4.96 -1.37
C 0.72 -3.75 -1.85
O 0.12 -3.10 -2.64
O 1.91 -3.39 -1.30
F 1.01 -6.30 0.30
H 1.91 -3.99 0.68
H 3.29 -4.55 -0.26
H 1.94 -6.20 -1.47
C -1.93 3.03 -6.00
C -0.93 2.40 -5.07
O -1.50 2.63 -3.80
C -2.85 2.68 -3.99
O -3.66 2.60 -3.11
O -3.16 2.83 -5.29
F 0.27 3.02 -5.14
H -1.76 4.10 -6.14
H -1.96 2.55 -6.98
H -0.79 1.32 -5.22
C 6.92 -2.93 -1.63
C 7.52 -2.16 -0.49
O 6.47 -2.15 0.47
C 5.74 -3.28 0.25
O 4.95 -3.74 1.01
O 6.04 -3.83 -0.96
F 7.81 -0.89 -0.83
H 6.34 -2.29 -2.30
H 7.66 -3.47 -2.22
H 8.41 -2.63 -0.05
```

Results
* Kohn-Sham gap: 10.22 eV
* net charge: +1

(2)
C19H30MoN2O5Si3 | wB97M-V/def2-TZVPD

```
60
Properties=species:S:1:pos:R:3
Mo 0.18 0.63 0.48
C -3.09 -1.07 -0.94
C -2.74 -0.95 0.50
N -1.61 -0.48 1.02
C -1.72 -0.57 2.39
C -2.93 -1.10 2.71
N -3.55 -1.32 1.51
C -3.67 -1.47 3.97
O -3.06 -1.26 5.11
O -4.77 -1.91 3.85
C -0.58 -0.15 3.19
O -0.47 -0.20 4.37
O 0.40 0.33 2.36
H -2.33 -0.59 -1.55
H -4.05 -0.61 -1.14
H -3.16 -2.12 -1.23
H -4.48 -1.72 1.44
H -2.16 -0.88 5.03
C 2.29 1.53 -2.50
Si 2.32 0.77 -0.81
C 2.04 2.14 0.54
C 3.52 -0.56 -0.45
C 4.90 -0.49 -0.62
C 5.68 -1.59 -0.32
C 5.09 -2.76 0.15
C 3.71 -2.84 0.30
C 2.90 -1.75 0.00
Si 1.03 -1.86 0.03
C 0.46 -2.88 1.48
C 0.28 -2.44 -1.58
H 3.21 2.10 -2.62
H 1.45 2.20 -2.66
H 2.29 0.75 -3.26
H 3.13 2.28 0.58
H 1.85 1.96 1.61
H 1.59 3.08 0.24
H 5.38 0.42 -0.98
H 6.76 -1.54 -0.44
H 5.71 -3.62 0.38
H 3.28 -3.77 0.65
H 0.86 -3.89 1.31
H -0.62 -2.99 1.55
H 0.86 -2.54 2.43
H 0.79 -3.35 -1.89
H 0.38 -1.72 -2.39
H -0.78 -2.68 -1.45
C -0.68 4.23 -1.28
Si -1.71 2.71 -1.51
C -2.05 2.26 -3.27
C -3.17 2.64 -0.37
O -0.64 1.39 -0.91
H -1.24 5.09 -1.66
H 0.27 4.21 -1.82
H -0.49 4.44 -0.22
H -2.64 3.05 -3.72
H -2.62 1.33 -3.36
H -1.14 2.16 -3.86
H -3.73 3.58 -0.45
H -2.88 2.55 0.68
H -3.86 1.83 -0.61
```

Results
* energy above the lowest of the compared OMol25 structures with the same formula, charge and spin: 0.0 kcal per mole
* Kohn-Sham gap: 7.44 eV
* net charge: +2

(3)
C19H30N2O15S2 | wB97M-V/def2-TZVPD

```
68
Properties=species:S:1:pos:R:3
O 2.67 3.77 -3.66
S 1.37 3.01 -3.81
O 0.30 4.06 -4.13
C 0.80 2.18 -2.26
C 1.49 0.77 -1.94
C 0.61 -0.32 -1.23
C 1.22 -1.74 -0.82
C 2.70 -2.12 -1.12
O 3.18 -3.41 -0.69
C 3.62 -1.04 -1.84
N 5.03 -1.25 -2.17
S 5.43 0.29 -2.86
N 3.99 1.23 -2.82
C 2.98 0.38 -2.22
H 1.36 2.13 -4.91
H 0.84 2.86 -1.32
H -0.33 1.95 -2.41
H -0.48 -0.04 -1.00
H 0.53 -2.49 -0.28
H 3.52 -3.23 0.23
C 6.62 -5.70 4.60
O 5.91 -6.46 3.62
C 5.81 -5.86 2.42
O 6.27 -4.78 2.12
O 5.13 -6.68 1.61
C 4.95 -6.18 0.28
H 6.63 -6.28 5.53
H 7.65 -5.54 4.28
H 6.12 -4.75 4.79
H 5.92 -6.03 -0.21
H 4.38 -5.25 0.30
H 4.38 -6.92 -0.29
C 0.06 -2.15 5.66
O 1.07 -2.00 4.66
C 2.09 -2.87 4.79
O 2.21 -3.72 5.63
O 2.97 -2.62 3.80
C 4.11 -3.48 3.80
H -0.71 -1.40 5.46
H -0.40 -3.14 5.60
H 0.47 -1.97 6.65
H 3.82 -4.52 3.67
H 4.68 -3.35 4.72
H 4.75 -3.19 2.96
C -2.18 4.13 -4.64
O -3.35 3.56 -5.24
C -4.43 3.54 -4.44
O -4.48 3.95 -3.30
O -5.45 2.98 -5.12
C -6.67 2.90 -4.39
H -1.38 4.09 -5.38
H -2.36 5.17 -4.38
H -1.88 3.55 -3.77
H -7.02 3.89 -4.11
H -6.54 2.27 -3.50
H -7.41 2.44 -5.03
C -5.80 5.24 -1.29
O -7.02 4.92 -0.62
C -6.88 4.62 0.68
O -5.84 4.60 1.29
O -8.09 4.33 1.18
C -8.09 3.99 2.56
H -6.04 5.47 -2.33
H -5.35 6.13 -0.84
H -5.12 4.40 -1.27
H -7.72 4.82 3.16
H -7.49 3.09 2.74
H -9.12 3.78 2.86
```

Results
* energy above the lowest of the compared OMol25 structures with the same formula, charge and spin: 0.0 kcal per mole
* Kohn-Sham gap: 7.31 eV

(4)
C19H30N2O6S2 | wB97M-V/def2-TZVPD

```
59
Properties=species:S:1:pos:R:3
C -2.69 0.43 -0.94
C -3.25 0.67 0.46
C -2.17 1.17 1.46
O -0.83 1.03 0.95
C -0.34 2.15 0.41
O -0.97 3.09 0.13
C 1.16 2.09 0.14
S 1.49 2.34 -1.64
C 0.71 0.93 -2.46
C 1.60 -0.23 -2.99
O 1.26 -0.41 -4.37
C 0.02 0.14 -4.56
O -0.83 -0.31 -5.16
C 0.11 1.46 -3.78
O -4.44 1.46 0.49
C -4.29 2.76 0.07
O -4.18 3.59 0.86
C -4.36 3.14 -1.42
S -3.62 4.76 -1.75
H -2.28 1.34 -1.39
H -3.46 -0.04 -1.55
H -1.87 -0.28 -0.88
H -3.55 -0.31 0.80
H -2.22 0.51 2.33
H -2.38 2.16 1.84
H 1.53 1.09 0.38
H 1.69 2.86 0.69
H -0.13 0.46 -1.95
H 1.19 -1.13 -2.52
H 2.66 -0.20 -2.77
H -0.81 2.02 -3.71
H 0.91 1.96 -4.31
H -5.41 3.26 -1.65
H -3.99 2.36 -2.08
H -2.30 4.52 -1.87
C 5.65 -0.84 0.65
C 5.16 -2.28 0.52
C 3.93 -2.41 -0.40
C 2.81 -1.62 0.13
N 1.94 -1.01 0.54
H 4.89 -0.20 1.10
H 6.54 -0.80 1.28
H 5.91 -0.43 -0.33
H 4.91 -2.67 1.51
H 5.96 -2.90 0.12
H 3.62 -3.45 -0.47
H 4.17 -2.05 -1.40
C 0.23 -1.65 3.69
C -0.27 -3.08 3.56
C -1.47 -3.20 2.61
C -2.60 -2.40 3.09
N -3.47 -1.77 3.46
H -0.53 -1.00 4.12
H 1.10 -1.61 4.34
H 0.51 -1.25 2.72
H -0.54 -3.46 4.54
H 0.54 -3.71 3.18
H -1.79 -4.24 2.53
H -1.20 -2.85 1.61
```

Results
* energy above the lowest of the compared OMol25 structures with the same formula, charge and spin: 0.0 kcal per mole
* Kohn-Sham gap: 9.08 eV

(5)
C19H30N5O5 | wB97M-V/def2-TZVPD

```
59
Properties=species:S:1:pos:R:3
O -1.22 -0.71 -0.15
C -0.44 -1.72 0.44
O -1.01 -2.43 1.27
O 0.78 -1.78 0.12
H -2.06 -0.88 0.34
C 2.97 -0.62 4.90
C 2.12 -1.21 3.78
O 1.64 -2.32 3.97
N 2.03 -0.61 2.58
C 2.64 0.64 2.13
H 3.55 -1.41 5.35
H 2.33 -0.17 5.67
H 3.65 0.15 4.53
H 1.66 -1.16 1.81
H 3.58 0.89 2.63
H 1.91 1.44 2.29
H 2.78 0.56 1.05
C -0.19 -0.63 -3.69
C -1.21 0.49 -3.78
O -1.59 0.95 -4.85
N -1.66 0.90 -2.59
C -2.66 1.95 -2.44
H 0.72 -0.28 -3.20
H 0.12 -0.91 -4.70
H -0.61 -1.52 -3.22
H -1.43 0.42 -1.73
H -3.26 2.06 -3.34
H -2.17 2.87 -2.10
H -3.32 1.73 -1.59
N 2.94 -1.71 -1.57
C 3.66 -2.78 -2.06
C 4.39 -2.28 -3.12
C 4.12 -0.91 -3.25
C 3.26 -0.58 -2.25
H 2.27 -1.75 -0.79
H 3.53 -3.76 -1.64
H 5.03 -2.81 -3.82
H 4.50 -0.23 -4.00
H 2.74 0.32 -1.95
N -5.65 -1.61 0.80
C -5.69 -0.24 0.70
C -4.58 0.24 1.32
C -3.81 -0.84 1.81
C -4.53 -1.99 1.48
H -6.30 -2.21 0.34
H -6.55 0.21 0.23
H -4.32 1.28 1.40
H -2.85 -0.78 2.30
H -4.29 -3.01 1.74
N -0.28 1.87 0.53
C -0.37 2.66 1.65
C 0.40 3.79 1.41
C 0.86 3.70 0.08
C 0.54 2.45 -0.38
H -0.75 0.96 0.48
H -0.78 2.31 2.58
H 0.60 4.59 2.12
H 1.43 4.49 -0.39
H 0.86 1.92 -1.25
```

Results
* energy above the lowest of the compared OMol25 structures with the same formula, charge and spin: 0.0 kcal per mole
* Kohn-Sham gap: 8.22 eV
* net charge: -1

(6)
C19H30N5O7Ru | wB97M-V/def2-TZVPD

```
62
Properties=species:S:1:pos:R:3
Ru 0.15 0.03 -0.18
C 3.35 2.00 2.72
N 1.99 1.82 3.18
C 1.78 1.99 4.60
C 1.02 1.61 2.29
O 1.25 1.58 1.07
C -0.41 1.41 2.80
O -1.23 1.09 1.69
C -2.44 0.42 1.99
C -2.38 -1.00 1.41
O -1.71 -1.18 0.37
N -3.03 -2.00 1.97
C -2.86 -3.34 1.43
C -3.93 -1.90 3.10
H 4.03 1.43 3.34
H 3.43 1.67 1.68
H 3.63 3.06 2.78
H 2.67 1.66 5.13
H 1.62 3.04 4.84
H 0.93 1.41 4.96
H -0.42 0.60 3.54
H -0.77 2.35 3.26
H -2.64 0.42 3.06
H -3.24 0.97 1.47
H -1.89 -3.40 0.93
H -2.93 -4.06 2.23
H -3.64 -3.55 0.70
H -4.37 -0.90 3.18
H -4.74 -2.61 2.97
H -3.41 -2.14 4.03
C 1.87 -1.28 -3.49
C 2.17 -1.90 -2.18
N 1.67 -1.51 -1.01
C 2.18 -2.35 -0.06
C 3.01 -3.26 -0.67
N 2.98 -2.95 -2.00
C 3.81 -4.45 -0.20
O 3.82 -4.70 1.07
O 4.39 -5.08 -1.04
C 1.80 -2.16 1.39
O 2.34 -2.89 2.22
O 0.97 -1.24 1.60
H 1.18 -0.45 -3.36
H 1.42 -2.01 -4.16
H 2.78 -0.91 -3.96
H 3.49 -3.47 -2.71
H 3.30 -4.07 1.66
C -2.42 3.80 -3.25
C -1.49 2.71 -3.81
C -2.24 1.81 -4.81
C -0.25 3.33 -4.50
C -1.00 1.90 -2.74
N -0.55 1.22 -1.92
H -2.75 4.44 -4.06
H -1.90 4.41 -2.51
H -3.30 3.36 -2.79
H -2.49 2.39 -5.69
H -3.16 1.42 -4.38
H -1.62 0.97 -5.12
H -0.58 3.89 -5.37
H 0.44 2.56 -4.83
H 0.27 4.01 -3.83
```

Results
* energy above the lowest of the compared OMol25 structures with the same formula, charge and spin: 34.5 kcal per mole
* 2S+1: 2
* <S²>: 0.88
* Kohn-Sham gap (alpha / beta): 5.86 / 6.23 eV
* net charge: +2

(7)
C19H30N7STm | wB97M-V/def2-TZVPD

```
58
Properties=species:S:1:pos:R:3
Tm -0.31 -0.20 0.75
N -1.57 -1.27 2.49
C -3.05 -0.97 2.45
C -3.70 -1.63 1.23
C -3.08 -1.32 -0.18
N -1.66 -1.86 -0.32
H -1.50 -2.30 2.55
H -1.24 -0.94 3.41
H -3.14 0.12 2.48
H -3.58 -1.36 3.32
H -4.68 -1.18 1.14
H -3.80 -2.70 1.43
H -3.16 -0.24 -0.40
H -3.68 -1.89 -0.95
H -1.47 -1.82 -1.31
H -1.62 -2.86 -0.02
N -2.26 2.70 -1.76
C -1.90 1.93 -2.88
C -2.28 2.01 -4.24
C -1.83 0.96 -5.01
C -0.94 -0.05 -4.53
C -0.57 -0.06 -3.21
C -1.10 0.93 -2.38
N -1.03 1.06 -1.01
C -1.74 2.15 -0.69
C -1.79 2.62 0.66
C -2.51 3.68 1.17
S -2.18 3.90 2.81
C -1.03 2.64 2.76
N -0.98 2.03 1.61
H -2.73 3.56 -1.86
H -2.96 2.78 -4.66
H -2.17 0.93 -6.04
H -0.54 -0.75 -5.26
H 0.11 -0.81 -2.85
H -3.23 4.30 0.73
H -0.53 2.30 3.66
C 4.38 0.46 0.05
C 2.84 0.58 0.24
N 2.14 -0.71 0.68
C 2.69 -1.80 -0.19
C 4.22 -1.92 -0.09
N 4.78 -0.78 0.74
C 4.19 -0.87 2.14
C 2.66 -1.01 2.08
H 4.96 1.25 0.51
H 4.62 0.21 -0.99
H 2.32 0.79 -0.68
H 2.52 1.34 0.90
H 2.51 -1.49 -1.22
H 2.15 -2.69 0.12
H 4.64 -1.92 -1.11
H 4.48 -2.83 0.34
H 5.80 -0.86 0.91
H 4.48 -0.01 2.80
H 4.59 -1.77 2.64
H 2.14 -0.36 2.72
H 2.30 -1.98 2.36
```

Results
* energy above the lowest of the compared OMol25 structures with the same formula, charge and spin: 18.4 kcal per mole
* 2S+1: 3
* <S²>: 2.00
* Kohn-Sham gap (alpha / beta): 7.52 / 6.96 eV
* net charge: +4

(8)
C19H31BBrN4O9 | wB97M-V/def2-TZVPD

```
65
Properties=species:S:1:pos:R:3
C 5.52 0.40 -3.69
B 4.68 1.69 -3.48
O 4.92 2.55 -2.48
N 3.50 2.04 -4.41
C 2.29 1.65 -4.06
N 2.01 0.91 -2.97
C 0.72 0.73 -2.98
N 0.13 1.32 -4.02
Br -1.64 1.38 -4.44
N 1.14 1.90 -4.73
H 5.00 -0.40 -4.21
H 6.44 0.65 -4.21
H 5.82 0.04 -2.70
H 4.83 3.48 -2.74
H 3.60 2.57 -5.26
H 0.17 0.18 -2.23
H 0.97 2.44 -5.56
O 4.64 5.21 -1.69
C 5.73 5.51 -1.28
O 6.81 4.74 -1.49
C 7.96 5.28 -0.80
C 7.64 6.76 -0.59
C 6.11 6.72 -0.45
H 8.07 4.74 0.14
H 8.84 5.11 -1.42
H 8.16 7.19 0.26
H 7.91 7.33 -1.48
H 5.80 6.54 0.58
H 5.62 7.61 -0.83
O -2.11 -4.84 2.18
C -1.59 -4.15 1.35
O -2.33 -3.42 0.49
C -1.49 -2.74 -0.46
C -0.11 -2.67 0.21
C -0.11 -3.95 1.06
H -1.47 -3.32 -1.38
H -1.95 -1.77 -0.64
H 0.71 -2.61 -0.50
H -0.07 -1.81 0.87
H 0.24 -4.82 0.50
H 0.45 -3.87 1.98
O -3.37 -0.14 -1.05
C -4.40 -0.16 -0.43
O -5.54 0.31 -0.94
C -6.60 0.25 0.05
C -6.14 -0.81 1.05
C -4.62 -0.66 0.98
H -6.69 1.24 0.50
H -7.53 0.01 -0.46
H -6.56 -0.67 2.04
H -6.43 -1.80 0.69
H -4.25 0.10 1.67
H -4.08 -1.59 1.14
O -6.70 -2.60 5.44
C -5.87 -3.44 5.25
O -5.71 -4.01 4.04
C -4.70 -5.05 4.10
C -3.85 -4.70 5.32
C -4.88 -4.03 6.24
H -5.20 -6.01 4.21
H -4.13 -5.04 3.18
H -3.36 -5.56 5.76
H -3.09 -3.98 5.04
H -5.42 -4.75 6.86
H -4.47 -3.25 6.87
```

Results
* Kohn-Sham gap: 7.44 eV
* net charge: +1

Let's list largest force on an atom in order: 2.60 0.95 7.41 5.69 2.77 3.84 2.54 1.11 eV/Å.